# 1
103
Properties=species:S:1:pos:R:3:lowdin_charge:R:1 method="wB97M-V/def2-TZVPD" homo_ha=-0.328 total_charge=0 e_tot_ha=-1964.40196 max_force_ev_per_a=1.06 smiles=COC[C@@H](C)N.COC[C@@H](C)N.COC[C@@H](C)N.COC[C@@H](C)N.COC[C@@H](C)N.FCCCB1OBOBO1 lumo_ev=0.46
N -1.754 0.109 2.551 0.084
H -5.019 -2.424 -1.303 0.131
O 2.498 -4.117 -2.806 -0.188
C 1.252 -4.787 -2.754 -0.204
H -5.143 -4.830 2.264 0.122
C -4.060 -2.057 -1.685 -0.423
H -7.157 -3.706 3.273 0.135
B 2.288 1.359 1.374 -0.545
C 3.721 0.935 1.819 -0.050
H 5.351 2.979 -0.334 0.103
H -3.034 1.035 -2.534 0.095
H -5.330 -1.468 3.596 0.050
H 1.408 -5.874 -2.763 0.121
C 4.862 6.351 -4.038 -0.108
H -3.044 -3.282 -0.420 0.065
H 8.327 4.639 -2.499 0.136
H 6.609 4.500 -4.326 0.120
O 5.095 5.276 -3.150 -0.192
H -0.172 -2.550 -2.319 0.076
O 2.017 2.623 0.854 0.262
O 0.682 1.479 -0.719 0.212
H 4.053 1.513 2.685 0.120
H -4.849 2.515 0.167 0.087
H -3.895 2.002 4.369 0.080
C -3.012 -3.584 2.998 -0.099
H 6.951 4.845 -0.628 0.053
B 0.757 0.324 0.036 -0.362
O 1.213 0.474 1.341 0.227
H 5.342 6.176 -5.006 0.090
H -3.896 -0.959 0.142 0.108
H 4.469 -4.390 -2.430 0.087
H 7.333 7.455 -3.079 0.065
H -6.481 -3.778 5.547 0.075
C 4.713 1.147 0.650 -0.153
H -5.829 -3.479 1.359 0.117
H -1.310 2.780 1.857 0.112
C -2.180 1.350 3.194 -0.418
H -3.091 -4.671 3.107 0.090
H 1.170 -2.543 -1.459 0.065
H -1.873 -0.203 -3.067 0.078
F 6.732 2.406 1.019 -0.069
C -6.153 -3.314 3.468 -0.433
N -3.056 -3.091 -1.420 0.059
N -6.269 -1.858 3.583 0.046
H 4.223 0.990 -0.314 0.117
H 5.216 7.303 -3.635 0.076
N 7.162 5.691 -1.149 0.049
H -4.188 0.544 3.410 0.050
H -3.238 -1.762 -3.677 0.063
H 8.979 6.898 -2.828 0.076
H 0.510 -0.743 -0.399 0.107
H 6.228 3.661 -2.818 0.115
H 1.051 -6.003 -0.319 0.079
H -4.460 0.040 -1.204 0.119
C 6.357 4.649 -3.267 -0.212
H 3.436 -5.734 -1.900 0.090
C -3.444 1.077 4.004 -0.061
C 5.381 2.519 0.657 -0.191
H -6.700 -1.481 2.745 0.069
O -2.429 -0.293 -1.056 -0.195
H 5.512 0.412 0.750 0.119
H -2.730 3.401 2.704 0.123
N 0.224 -2.921 -1.458 0.039
H 8.119 6.453 -4.308 0.077
H 6.294 6.219 -1.154 0.072
H 3.697 -0.116 2.105 0.113
H -4.878 1.338 1.489 0.072
H -3.007 -3.120 3.987 0.076
H -5.430 -4.936 4.723 0.078
C -3.757 -0.758 -0.925 -0.204
C 0.783 -4.948 -0.238 -0.059
H -1.336 1.118 -2.019 0.077
H 3.785 6.420 -4.187 0.087
C 7.502 5.357 -2.532 -0.434
B 0.970 2.652 -0.044 -0.336
H -0.644 -4.773 -1.809 0.130
C -4.449 2.287 1.154 -0.106
H 3.485 -4.219 -0.968 0.074
C 8.009 6.613 -3.233 -0.070
C 3.512 -4.644 -1.975 -0.109
O -3.044 2.223 1.033 -0.185
O -4.049 -3.076 2.178 -0.214
H 0.314 3.630 -0.188 0.123
C -4.209 -1.877 -3.192 -0.068
H -4.820 -3.341 5.185 0.065
H -2.395 -0.082 1.783 0.064
H -3.206 0.451 4.863 0.077
H 4.895 3.204 1.356 0.123
C -2.312 2.515 2.206 -0.191
H 1.636 -4.407 0.172 0.066
H -4.816 -1.002 -3.433 0.077
H -0.032 -4.858 0.480 0.069
H -4.686 -2.755 -3.627 0.074
C -5.292 -3.742 2.275 -0.209
H -2.143 -2.675 -1.585 0.032
H -2.068 -3.340 2.512 0.083
C 0.352 -4.378 -1.585 -0.425
H -0.854 0.242 2.103 0.045
H -1.392 1.643 3.897 0.138
H -4.752 3.077 1.849 0.091
C -5.689 -3.879 4.806 -0.068
C -2.162 0.443 -2.233 -0.088
H 0.745 -4.520 -3.684 0.123

# 2
19
Properties=species:S:1:pos:R:3:lowdin_charge:R:1 method="wB97M-V/def2-TZVPD" e_above_lowest_kcal_mol=67.7 homo_ha=-0.572 total_charge=+1 e_tot_ha=-476.65949 max_force_ev_per_a=3.88 smiles="COC(=O)[C@]1(O)[NH2+][C@H]1C" lumo_ev=-3.28
C -0.464 -1.102 -0.027 -0.352
H -0.597 2.013 1.308 0.182
H 1.728 2.462 -0.541 0.068
H -1.839 0.979 0.427 0.183
H 0.361 -3.956 -0.444 0.105
H -1.076 -3.304 0.589 0.063
C -0.102 -3.454 0.360 0.052
N -0.860 1.289 0.634 0.224
H 0.723 3.116 -1.921 0.145
H -0.693 1.525 -1.720 0.149
C 0.187 0.326 0.052 -0.269
O -1.669 -1.144 -0.243 0.140
O 1.335 0.418 0.884 0.057
O 0.408 -2.099 0.180 -0.011
H 1.499 -0.597 1.020 0.167
C -0.169 1.495 -0.807 -0.104
H 0.266 3.376 -0.154 0.100
C 0.750 2.671 -0.839 -0.014
H 0.211 -4.013 1.245 0.115

# 3
8
Properties=species:S:1:pos:R:3:lowdin_charge:R:1 method="wB97M-V/def2-TZVPD" e_above_lowest_kcal_mol=19.2 homo_ha=-0.112 total_charge=-1 e_tot_ha=-497.04973 max_force_ev_per_a=3.23 lumo_ev=4.43
H -0.919 -0.430 -1.645 -0.118
H -1.318 0.569 0.598 -0.133
O 3.298 0.400 -0.476 -0.228
H -0.210 1.531 -0.914 -0.122
N 2.468 0.411 0.457 -0.141
H 2.738 -0.266 1.156 0.025
Si -0.451 0.194 -0.424 0.279
O 0.797 -0.576 0.242 -0.561

# 4
82
Properties=species:S:1:pos:R:3:lowdin_charge:R:1 method="wB97M-V/def2-TZVPD" e_above_lowest_kcal_mol=28.2 homo_ha="-0.112 / -0.113" total_charge=-1 e_tot_ha=-4699.36803 max_force_ev_per_a=1.69 lumo_ev="1.41 / 1.40"
H -1.885 4.260 4.819 0.095
H -1.738 2.954 -6.360 0.095
S 2.112 -3.048 -1.674 -0.276
C 4.283 0.748 -2.125 -0.014
C -4.162 -3.432 -3.013 -0.367
N -1.208 1.746 2.649 -0.049
C 2.799 2.754 -2.161 -0.008
H -3.851 2.750 -4.720 0.052
H 5.227 -2.596 -0.031 0.120
H -0.626 -1.920 -4.523 -0.009
H -5.200 -3.111 -2.913 -0.010
C 2.197 4.266 4.830 -0.103
C 2.840 -1.466 2.075 -0.146
H -0.907 -0.620 -8.554 0.095
C 4.674 -0.383 -1.504 -0.024
C 0.391 3.043 3.798 -0.233
H -4.001 -1.948 -5.437 0.048
Sb 0.881 -4.034 -0.026 0.187
H -3.900 -4.084 -2.182 -0.039
S -0.475 -0.440 0.034 0.007
C 4.475 -1.957 0.412 -0.046
H 0.382 3.502 0.072 0.124
H 2.291 -1.731 2.968 0.104
H -0.561 -3.102 -3.208 -0.078
S -0.551 -1.442 1.859 -0.023
H -2.584 0.573 1.671 0.061
H -2.334 -1.881 -6.996 0.108
H -1.814 1.900 -0.569 -0.067
H -4.184 3.625 4.241 0.094
C 2.647 1.189 -0.354 -0.150
C -3.221 1.914 -4.410 -0.343
H -1.563 -3.427 -4.646 0.008
H 4.182 3.540 4.256 0.091
H -4.564 1.726 2.620 0.097
N 1.291 2.220 3.148 -0.042
C 4.097 -0.778 -0.255 -0.197
C -3.731 -1.032 -4.909 -0.352
H 4.713 1.042 -3.075 0.115
C 1.212 2.986 -0.398 -0.111
N 2.472 -0.351 1.473 0.007
C -0.280 1.065 -3.341 -0.325
H -4.656 -0.510 -4.658 0.049
H 1.406 4.381 -2.020 0.100
C -2.483 1.402 2.360 -0.178
C -1.247 1.262 -7.573 -0.105
N 1.618 1.878 0.188 0.022
H 3.243 3.078 -3.095 0.121
H 2.555 5.055 5.479 0.092
H -0.727 0.296 -3.967 -0.029
H 3.274 1.782 2.794 0.095
C -3.567 2.042 2.892 -0.076
H 4.101 -3.200 2.120 0.110
C -1.402 -0.107 -7.740 -0.100
C -1.203 -2.655 -3.963 -0.345
C -0.978 2.770 3.534 -0.238
C 2.612 2.446 3.339 -0.167
C 3.090 -0.005 0.323 -0.175
H -0.044 0.633 -2.369 -0.048
C 3.255 1.570 -1.558 -0.134
C 0.860 4.073 4.648 -0.039
H 0.149 4.714 5.151 0.097
C 3.862 -2.289 1.590 -0.065
C -2.540 2.280 -1.291 -0.371
H -3.810 1.261 -3.769 0.020
C 1.790 3.474 -1.575 -0.062
H 0.640 1.399 -3.819 -0.007
Sb -1.615 2.739 -3.170 1.274
C 3.113 3.423 4.147 -0.092
S -1.204 -4.517 -0.759 -0.337
H -4.041 -3.976 -3.950 -0.002
H -3.278 1.489 -1.433 -0.012
H -0.635 1.836 -8.258 0.092
C -2.857 -0.198 -5.788 -0.287
Ti 0.493 0.724 1.793 0.513
C -2.662 1.182 -5.597 -0.312
C -2.068 3.458 4.118 -0.038
C -2.201 -0.814 -6.859 -0.063
H -3.027 3.171 -0.894 -0.009
Sb -2.866 -1.720 -3.001 1.283
H 5.420 -1.030 -1.947 0.119
C -3.346 3.102 3.798 -0.100
C -1.873 1.887 -6.508 -0.091

# 5
36
Properties=species:S:1:pos:R:3:lowdin_charge:R:1 method="wB97M-V/def2-TZVPD" e_above_lowest_kcal_mol=277.0 homo_ha=-0.348 total_charge=0 e_tot_ha=-769.77149 max_force_ev_per_a=19.56 lumo_ev=-1.36
O -1.454 0.579 -0.007 -0.127
C 0.868 1.388 0.663 -0.363
C -2.689 -2.939 -0.323 -0.248
C -2.206 -1.741 0.395 -0.285
C -2.728 -4.072 0.770 -0.075
C 1.860 -0.199 -0.578 -0.186
H 3.786 1.037 -1.002 0.129
H -3.791 -2.756 -0.636 0.133
H -1.153 -1.979 0.655 0.137
H -2.704 -1.333 1.242 0.134
H 3.564 0.022 0.654 0.119
H 4.005 -1.267 -2.121 0.181
H 2.725 -2.701 -0.019 0.082
H 4.473 -3.224 -0.066 0.020
O -2.734 2.178 -1.379 0.046
H -2.125 -3.360 -1.323 0.170
H 0.660 3.601 1.337 0.110
H -3.158 -4.753 0.250 -0.002
C 4.162 -1.180 -0.705 -0.381
C 3.813 -2.464 -0.081 -0.122
C -1.871 2.047 -0.404 -0.355
H -1.617 -0.713 -1.630 0.189
H -3.164 -0.170 -1.052 0.153
H 5.337 -0.977 -0.722 0.136
H -3.233 -3.832 1.548 0.007
C 0.165 2.793 0.879 0.174
H -1.579 3.833 0.218 0.212
H -1.616 -4.220 1.002 0.117
C -2.219 -0.612 -0.464 -0.236
C 3.500 0.116 -0.470 -0.149
H 1.625 -0.453 -1.587 0.128
H 1.502 -0.932 0.085 0.104
O 1.089 0.722 1.887 -0.064
O 1.243 0.929 -0.410 0.045
H 3.957 -2.126 1.126 0.154
C -1.032 2.716 0.192 -0.086

# 6
204
Properties=species:S:1:pos:R:3:lowdin_charge:R:1 method="wB97M-V/def2-TZVPD" homo_ha=-0.346 total_charge=0 e_tot_ha=-5821.93688 max_force_ev_per_a=3.40 lumo_ev=-1.86
H -6.195 0.529 2.842 0.130
H -1.186 1.798 4.449 0.053
H 0.208 -5.172 -6.200 0.092
O 4.893 -0.138 2.885 0.091
H 0.203 10.663 0.090 0.126
H 1.890 4.978 -3.552 0.082
O 2.236 0.000 5.824 0.151
C 0.410 -0.565 -6.827 -0.154
H 3.123 0.016 1.808 0.114
C 4.889 2.374 -0.734 -0.296
H 1.774 12.843 0.560 0.084
H -2.798 1.665 8.427 0.093
H 3.553 4.179 -0.696 0.113
H -1.041 -2.065 6.904 0.134
H -1.383 2.941 5.833 0.078
H 7.094 2.356 -0.226 0.098
H 0.826 0.000 -7.670 0.137
H 0.925 5.007 -1.021 0.108
C 6.104 2.135 0.171 0.005
C 2.222 6.008 -3.380 -0.089
O -4.974 -0.781 3.782 -0.186
C -3.490 -0.546 -3.720 -0.548
H -7.195 0.347 6.815 0.127
C 4.738 2.616 -2.984 -0.592
C 2.124 3.259 2.861 -0.392
H -4.321 -0.803 -0.260 0.053
C -3.623 -1.131 3.551 -0.111
F 2.141 5.629 2.783 0.135
O 2.020 2.977 1.492 -0.298
F 2.995 4.729 4.561 0.160
C 4.516 3.829 -1.065 -0.063
C 0.813 -7.446 2.273 -0.079
H 4.024 1.930 -0.230 0.126
C 0.144 -0.452 1.274 -0.407
O -2.547 0.239 -3.172 0.058
H -4.395 -0.562 6.144 0.103
O -6.323 1.379 5.355 -0.122
O 7.052 -0.485 2.375 0.168
H 0.960 2.397 5.280 0.121
C -5.214 0.546 3.329 -0.192
C -4.853 -4.620 0.980 -0.292
H -4.725 0.806 0.104 0.081
C -5.237 1.574 4.474 -0.174
O -4.259 -4.275 2.239 0.086
H -3.338 -3.574 -0.089 0.087
O -2.083 -5.463 -2.041 0.156
H 5.991 2.775 1.051 0.091
H 5.464 -4.455 -2.485 0.136
H -5.201 -0.806 7.676 0.132
C 0.703 -6.773 0.918 -0.285
H 5.680 -1.130 -0.582 0.067
O -2.583 -5.033 3.483 0.122
O 0.110 -0.465 6.277 0.056
H -5.220 -6.714 0.869 0.137
H -2.551 0.814 -1.183 0.112
C -0.043 0.430 -5.788 -0.222
H -4.558 0.849 2.504 0.106
O 4.465 3.818 -2.491 0.064
H 0.388 -0.524 -1.541 0.109
O 4.658 2.311 -4.140 0.150
H 0.487 -3.975 6.225 0.094
C 2.858 4.592 3.242 -0.568
O 4.686 -1.815 -3.175 0.104
C 0.132 -4.109 -4.326 -0.280
C -4.546 0.491 -1.991 -0.301
O -1.740 -1.595 -10.012 -0.186
H -6.672 -0.661 5.498 0.120
H 4.081 -3.436 3.284 0.097
H -3.476 -1.089 -9.114 0.125
O -3.368 -1.219 -4.694 0.160
C 6.330 -1.278 -1.449 -0.001
H -3.388 -2.075 4.049 0.091
C 5.280 -3.595 -1.836 -0.091
H -0.206 -5.008 0.059 0.075
H -4.907 -2.653 0.082 0.058
H 0.828 -6.798 3.145 0.129
H -2.436 -0.547 -6.914 0.111
H -0.992 -4.334 5.141 0.072
F 4.076 4.657 2.693 0.157
O 5.079 1.772 -2.008 0.074
C -2.513 -1.517 -8.819 -0.202
H -1.676 3.413 4.139 0.075
O -0.186 0.313 2.361 -0.256
O 5.479 -1.927 1.708 0.055
H 0.186 8.660 1.599 0.127
C 1.065 8.924 1.000 -0.224
C -3.099 0.998 -2.109 -0.095
H 0.620 -4.413 4.575 0.071
H 0.264 1.803 -2.063 0.072
H -4.296 1.727 5.006 0.114
H 0.752 0.483 -5.029 0.123
Cd 0.046 2.267 1.462 1.499
C 2.151 12.178 -0.233 -0.127
H -5.935 -4.626 1.113 0.151
C -1.042 2.823 4.807 -0.071
C -1.785 -0.675 -7.783 -0.181
H -2.829 -3.261 -10.555 0.086
C 1.241 1.416 -1.759 -0.048
H -4.783 -3.889 -1.082 0.101
H -1.729 -1.030 5.628 0.093
H 6.545 -0.347 -1.966 0.084
H 6.601 -2.509 -3.179 0.155
O -0.609 -1.374 -7.425 -0.153
C 0.444 3.165 4.698 -0.219
C 1.015 10.429 0.786 -0.198
H -2.698 -2.505 -8.384 0.125
C -0.779 -1.620 0.839 -0.571
C 0.024 -4.165 -5.839 -0.001
H 0.654 4.103 5.212 0.122
H 1.858 2.167 -1.266 0.061
C -0.828 -1.527 5.979 -0.055
H 3.746 -4.075 1.642 0.076
H 2.046 -0.355 -0.795 0.117
C -4.951 0.013 -0.618 -0.016
H -3.128 -1.707 -11.525 0.087
H 0.948 10.965 1.737 0.128
C 3.662 -0.690 2.446 -0.089
H 0.681 -4.726 1.622 0.070
H 2.694 2.489 3.396 0.158
H -1.678 -2.689 -11.729 0.084
O -4.601 -0.570 -2.946 0.091
O -3.359 -6.231 1.728 0.080
H 0.172 -2.232 -3.296 0.106
O -0.381 1.671 -6.331 -0.163
C -6.370 0.182 6.120 -0.166
O -0.657 -5.188 -3.774 0.096
H 1.633 -6.671 0.364 0.153
H 1.966 6.576 0.614 0.116
C -5.068 -0.081 6.866 -0.209
H -5.210 1.233 -2.445 0.156
C -3.357 -5.204 2.577 -0.574
H 1.602 -8.203 2.290 0.135
O 2.486 -2.010 -3.005 0.153
H 5.760 -3.784 -0.877 0.136
C -4.427 -3.619 -0.085 -0.003
C 3.596 -3.241 2.331 0.000
H -5.503 2.482 3.925 0.128
H -1.300 -2.406 -4.299 0.116
H -1.842 2.167 -4.933 0.077
O 2.250 6.287 -1.994 -0.181
H -0.285 2.986 -4.710 0.081
H -1.454 0.246 -8.275 0.133
H 3.614 -1.902 0.633 0.131
H -0.633 -2.186 4.014 0.121
O -1.927 -8.917 0.830 0.165
H 1.401 12.252 -1.029 0.087
H 0.672 -3.432 -6.320 0.074
C 5.918 -0.829 2.375 -0.579
C -4.375 -6.041 0.729 -0.054
H -0.957 -3.753 -6.083 0.084
O 1.244 -1.830 4.948 0.080
H -2.616 1.049 6.777 0.064
C -3.154 0.913 7.725 -0.097
H 1.676 1.207 -2.743 0.083
H 2.950 -0.851 3.256 0.115
H 1.607 6.739 -3.910 0.092
H 6.112 1.128 0.586 0.052
C -0.958 -8.292 1.112 -0.589
F -1.005 -2.410 1.875 0.168
H -1.293 3.431 -6.069 0.093
O 2.267 10.859 0.241 -0.184
H 1.949 8.787 1.638 0.134
O -0.245 -7.577 0.241 0.089
H -5.995 -0.263 -0.491 0.097
H 2.518 -3.196 2.507 0.063
H 0.222 6.589 0.601 0.123
H 1.116 -0.897 1.530 0.135
C -2.420 -2.355 -11.005 -0.107
C 1.056 6.060 -1.293 -0.214
O 0.759 3.192 3.300 -0.222
F -1.926 -1.128 0.318 0.131
H 3.262 6.055 -3.698 0.090
H 3.142 12.534 -0.502 0.089
H -2.938 -0.081 8.125 0.089
C -0.575 -2.932 -3.675 -0.104
O -4.523 1.102 7.414 -0.173
H 1.177 -4.208 -4.028 0.144
O 1.184 8.247 -0.214 -0.099
C -0.021 -3.856 5.267 -0.004
C -1.352 -4.798 -2.699 -0.551
H -0.878 -5.389 1.658 0.072
C 4.068 -1.933 1.622 -0.290
H 5.277 4.535 -0.726 0.140
O -1.148 -3.458 -2.489 0.035
F -0.189 -2.335 -0.109 0.161
C -0.975 2.582 -5.464 -0.106
C 1.082 0.110 -0.996 -0.196
H -3.449 -1.391 2.499 0.073
H -3.218 2.077 -2.219 0.134
O 3.871 -3.395 -1.827 0.057
H -2.908 -0.353 3.831 0.079
C 3.567 -2.378 -2.688 -0.545
C 1.103 6.847 -0.002 -0.201
H -0.871 -0.001 -5.203 0.107
H 1.195 -1.215 -6.452 0.116
C 1.286 -0.706 5.680 -0.579
H -3.908 -6.208 -0.239 0.130
H 7.209 -1.666 -0.926 0.101
O 0.481 0.552 0.254 -0.250
O -0.408 -8.192 2.340 0.065
C 0.028 -5.393 1.049 -0.004
C 5.811 -2.311 -2.457 -0.294
C -0.061 -2.369 4.923 -0.304
H 0.168 6.387 -1.846 0.129

# 7
11
Properties=species:S:1:pos:R:3:lowdin_charge:R:1 method="wB97M-V/def2-TZVPD" e_above_lowest_kcal_mol=57.1 homo_ha=-0.325 total_charge=0 e_tot_ha=-470.23189 max_force_ev_per_a=3.01 lumo_ev=-2.89
H -1.609 -1.275 0.870 0.071
N -1.756 1.287 0.307 0.168
H 1.441 0.427 0.266 0.077
C -0.787 0.572 0.105 -0.529
I -4.415 -0.157 -0.186 -0.017
C 0.667 1.158 -0.066 -0.031
H 0.169 -1.328 0.367 0.068
C -0.844 -0.971 0.060 -0.097
H 0.920 1.427 -1.173 0.114
H 0.516 2.151 0.455 0.086
H -1.075 -1.475 -0.912 0.090